Record 1
Below is a 2-piece molecular cluster, C8H18Br2Si overall at a distorted geometry, with properties calculated with ωB97M-V/def2-TZVPD.

```
29
Properties=species:S:1:pos:R:3:mulliken_charge:R:1
Br -1.719 0.776 -2.048 -0.3631
Br -2.664 0.789 1.650 -0.3811
Si -1.133 -0.207 0.071 0.4116
C -0.598 3.703 0.786 -0.8986
C -1.640 -2.991 0.837 -1.8843
C 0.546 2.761 0.648 0.8266
C -1.899 -2.007 -0.282 1.7273
C -3.428 -1.943 -0.582 -1.6628
C -1.211 -2.416 -1.526 -2.1250
C 1.108 2.695 -0.657 -1.3331
C 1.205 1.961 1.724 -0.9982
H 0.473 2.360 -1.473 0.2362
H 0.337 1.415 2.278 0.1703
H -3.758 -2.224 -1.593 0.2839
H 1.927 2.014 -0.722 0.3987
H -0.618 -3.186 1.055 0.4644
H 1.904 2.517 2.343 0.3687
H -2.245 -2.725 1.733 0.3803
H -1.873 -4.038 0.382 0.4167
H 1.695 1.149 1.243 0.3822
H -3.809 -2.685 0.048 0.5326
H -1.545 -1.927 -2.417 0.4896
H -0.129 -2.538 -1.354 0.4413
H -1.466 3.267 1.415 0.1539
H -0.919 4.140 -0.135 0.3154
H -3.837 -1.078 -0.243 0.4372
H 1.494 3.688 -0.870 0.4035
H -0.367 4.549 1.564 0.3381
H -1.408 -3.515 -1.708 0.4675
```

Summary:
* total charge: 0
* largest force on an atom: 4.0 eV/Å
* frontier orbital gap (spin up / spin down): 0.2780 / 0.1686 hartree
* E_HOMO (spin up / spin down): -7.95 / -6.95 eV
* total energy: -156548.92297 eV
* relative energy (zero: lowest compared OMol25 entry of this formula, charge and spin): 306.8 kJ/mol



Record 2
Below is C6H12EuOP as an isolated structure at a distorted geometry, with properties calculated with ωB97M-V/def2-TZVPD.

```
21
Properties=species:S:1:pos:R:3:mulliken_charge:R:1
Eu -0.335 -0.016 -0.232 0.3151
P -0.213 -2.594 0.298 -0.0803
O 0.462 0.993 2.039 -0.4872
C 0.900 1.709 -1.452 -0.3933
C -0.478 2.149 -1.196 -0.4123
C 0.866 0.500 -2.289 -0.3026
C 0.482 0.040 3.168 -0.4929
C -0.555 0.174 -2.581 -0.4633
C -1.400 1.204 -1.890 -0.4403
H -1.353 -3.140 -0.342 0.0688
H 1.204 -0.763 2.910 0.2341
H -0.315 -2.779 1.704 0.0547
H 0.224 0.134 1.581 0.1196
H -0.803 2.926 -0.420 0.3256
H 1.822 2.162 -0.996 0.3183
H 0.964 -3.183 -0.199 0.0847
H -0.945 -0.839 -2.986 0.3583
H 0.769 0.727 3.972 0.2792
H 1.752 -0.142 -2.567 0.3275
H -2.520 1.148 -1.754 0.3622
H -0.529 -0.410 3.232 0.2240
```

Summary:
* total charge: 0
* largest force on an atom: 3.7 eV/Å
* frontier orbital gap (spin up / spin down): 0.1647 / 0.2392 hartree
* E_HOMO (spin up / spin down): -4.22 / -6.55 eV
* total energy: -37070.51569 eV
* relative energy (zero: lowest compared OMol25 entry of this formula, charge and spin): 448.8 kJ/mol
* multiplicity: 7



Record 3
Below is C2H3Dy as an isolated structure at a distorted geometry, with properties calculated with ωB97M-V/def2-TZVPD.

```
6
Properties=species:S:1:pos:R:3:mulliken_charge:R:1
Dy 1.143 2.062 0.164 2.2042
C -0.568 0.273 -0.192 -0.2421
C -0.180 -0.997 -0.117 -0.6711
H 0.954 -1.214 0.060 0.0962
H -0.834 -1.834 0.155 0.3273
H -1.628 0.528 -0.060 0.2854
```

Summary:
* total charge: +2
* largest force on an atom: 3.7 eV/Å
* frontier orbital gap (spin up / spin down): 0.3292 / 0.2846 hartree
* E_HOMO (spin up / spin down): -20.24 / -19.92 eV
* total energy: -26183.51293 eV
* relative energy (zero: lowest compared OMol25 entry of this formula, charge and spin): 0.0 kJ/mol
* multiplicity: 6



Record 4
Below is C5H12NS as an isolated structure at a distorted geometry, with properties calculated with ωB97M-V/def2-TZVPD.

```
19
Properties=species:S:1:pos:R:3:mulliken_charge:R:1
S -3.158 0.170 -0.287 -0.1656
N -0.165 0.831 0.471 -0.0238
C 0.735 1.899 0.288 -0.9401
C 1.470 -0.765 -0.656 -1.5834
C 0.088 -0.606 -0.052 1.5910
C -0.792 0.281 -0.784 -0.9683
C -0.284 -1.753 0.911 -1.3252
H -0.742 0.730 -1.783 0.4340
H 2.053 0.158 -0.927 0.4067
H -3.781 0.220 -1.527 0.1944
H 0.615 2.226 -0.743 0.3212
H 1.696 1.483 0.486 0.3784
H -0.668 -1.275 1.792 0.4026
H 2.043 -1.242 0.150 0.4538
H 0.578 2.781 0.917 0.3336
H 1.341 -1.353 -1.497 0.3785
H -1.092 -2.320 0.664 0.4013
H -0.601 0.756 1.400 0.3632
H 0.663 -2.219 1.176 0.3479
```

Summary:
* total charge: +1
* largest force on an atom: 5.3 eV/Å
* frontier orbital gap: 0.3132 hartree
* E_HOMO: -13.44 eV
* total energy: -17694.51485 eV
* relative energy (zero: lowest compared OMol25 entry of this formula, charge and spin): 402.5 kJ/mol



Record 5
Below is a 2-piece molecular cluster, C4H8N4OS overall at a distorted geometry, with properties calculated with ωB97M-V/def2-TZVPD.

```
18
Properties=species:S:1:pos:R:3:mulliken_charge:R:1
S -1.547 2.008 -0.266 0.2295
O -2.255 1.797 1.061 -0.6436
N -2.082 -1.559 -0.573 1.0692
N -1.327 -1.020 -1.203 -0.5158
N 0.084 0.526 0.996 -0.1499
N -2.770 -2.253 0.094 -0.8641
C 0.851 0.828 -1.142 -0.5208
C -0.213 0.990 -0.186 0.0449
C 1.291 -0.333 0.953 -0.3963
C 1.990 0.215 -0.295 -0.5846
H 2.766 0.937 -0.238 0.3329
H 1.120 1.746 -1.608 0.3789
H 2.438 -0.594 -0.967 0.2667
H 0.579 0.016 -1.788 0.2734
H 2.051 -0.370 1.812 0.2859
H -3.305 -1.777 0.826 0.3045
H 1.087 -1.446 0.894 0.2111
H -0.759 0.289 1.629 0.2781
```

Summary:
* total charge: 0
* largest force on an atom: 4.6 eV/Å
* frontier orbital gap (spin up / spin down): 0.3022 / 0.3023 hartree
* E_HOMO (spin up / spin down): -7.63 / -7.63 eV
* total energy: -23117.16942 eV
* relative energy (zero: lowest compared OMol25 entry of this formula, charge and spin): 155.4 kJ/mol



Record 6
Below is C28H38AsN4OS2SiSn as an isolated structure at a distorted geometry, with properties calculated with ωB97M-V/def2-TZVPD.

```
76
Properties=species:S:1:pos:R:3:mulliken_charge:R:1
Sn -0.667 1.341 0.842 0.9599
As -0.365 -0.308 4.187 0.3068
S 3.449 -0.828 -0.611 -0.0929
S 1.007 -2.029 0.615 0.0088
Si -1.776 3.737 -1.765 -0.0934
O -0.486 -2.369 -0.049 -0.4170
N -0.309 0.014 -1.519 -0.0509
N -1.741 2.919 -0.192 0.0782
N 1.011 -0.277 -1.473 -0.4927
N -1.436 3.239 2.034 -0.1907
C 3.898 -1.629 -2.217 -0.7696
C -0.173 0.371 6.022 -1.2972
C -0.816 -2.151 -2.400 0.1964
C 1.679 -0.938 -0.621 0.3744
C -0.426 -2.940 -1.315 0.5954
C -0.313 -3.992 -3.865 -0.7290
C 0.747 -1.898 4.497 -1.1789
C -1.606 3.866 3.208 0.4194
C -0.434 2.894 -2.788 -0.8107
C 3.805 -4.009 -1.347 0.3383
C -2.547 4.870 3.334 -0.5471
C 6.145 -4.644 -2.673 -0.5922
C -3.354 5.178 2.240 -0.5311
C -3.472 3.563 -2.576 -1.1142
C -2.120 -1.162 4.396 -1.1040
C -2.523 -0.180 -2.383 -1.1471
C -1.166 -0.740 -2.105 0.3690
C 4.331 -5.286 -1.247 -0.8507
C -2.143 3.595 0.934 0.5064
C 5.617 -3.365 -2.769 -0.6545
C -1.267 5.529 -1.483 -1.0851
C -0.719 3.459 4.345 -1.3251
C 0.096 -4.754 -2.780 -0.5142
C -3.165 4.542 1.032 -0.4979
C -0.780 -2.701 -3.676 -0.6623
C 5.509 -5.606 -1.905 -0.4048
C 0.015 -4.237 -1.496 -0.6599
C 4.442 -3.031 -2.103 0.5804
H -2.658 5.400 4.269 0.4324
H -2.049 6.121 -1.009 0.3473
H -3.240 -0.964 -2.612 0.4873
H -1.292 2.924 5.102 0.1544
H 2.900 -3.765 -0.814 0.2276
H -0.388 5.566 -0.835 0.3051
H 0.083 2.818 3.984 0.2427
H 6.121 -2.620 -3.373 0.3460
H 3.002 -1.565 -2.835 0.2855
H -2.470 0.499 -3.237 0.3259
H 0.798 0.850 6.136 0.3829
H 0.310 -4.826 -0.637 0.5652
H 3.822 -6.031 -0.647 0.4083
H 1.783 -1.593 4.642 0.3788
H -0.165 3.506 -3.651 0.4610
H -0.287 4.338 4.824 0.4616
H 0.400 -2.399 5.401 0.4045
H 7.062 -4.888 -3.194 0.3830
H -0.742 1.919 -3.161 0.0786
H -4.112 4.422 -2.361 0.4144
H 5.932 -6.598 -1.814 0.3866
H -4.132 5.923 2.343 0.4609
H -0.950 1.091 6.270 0.3869
H -3.379 3.497 -3.662 0.3863
H 4.656 -0.970 -2.637 0.4573
H -2.329 -1.814 3.547 0.3276
H -0.261 -4.406 -4.862 0.4402
H -1.008 6.014 -2.426 0.4162
H -3.998 2.672 -2.231 0.3456
H 0.705 -2.601 3.669 0.2955
H -1.073 -2.093 -4.522 0.5098
H -2.143 -1.757 5.309 0.4011
H -2.901 -0.405 4.446 0.3593
H -2.872 0.409 -1.533 0.1909
H 0.488 -5.751 -2.926 0.4586
H -3.791 4.746 0.174 0.5287
H 0.466 2.748 -2.187 0.2272
H -0.236 -0.462 6.723 0.4086
```

Summary:
* total charge: +1
* largest force on an atom: 1.1 eV/Å
* frontier orbital gap: 0.2531 hartree
* E_HOMO: -11.03 eV
* total energy: -133872.99691 eV
* relative energy (zero: lowest compared OMol25 entry of this formula, charge and spin): 385.1 kJ/mol